The following is a DFT calculation (ωB97M-V with the def2-TZVPD basis set) of a 2-piece molecular cluster, C64H83N6O3 overall.

Each atom is followed by the atoms it is bonded to, with distances in Å.
Atoms and positions in Å:
1 H -3.95 -1.08 1.44  C133 1.094
2 C -1.19 1.31 -5.19  C5 1.396, C36 1.408, N83 1.425
3 H -0.09 3.00 -0.61  C17 1.096
4 H -0.44 4.68 -1.05  C17 1.100
5 C -0.68 2.59 -4.94  C2 1.396, H79 1.081, C82 1.387
6 C -1.61 -6.80 -5.57  N23 1.444, H24 1.097, H27 1.090, H124 1.094
7 H 0.09 -5.98 -1.60  C156 1.104
8 H -0.50 1.79 6.48  C146 1.099
9 H -0.53 -2.98 1.23  C155 1.097
10 H -1.42 3.35 -1.73  C17 1.098
11 C -1.92 5.37 4.39  H22 1.089, C66 1.390, C127 1.392
12 H 0.49 3.76 -3.58  C82 1.090
13 H -2.34 5.87 0.02  C135 1.096
14 H -1.99 -0.98 4.02  C62 1.097
15 C 0.02 -2.11 -2.92  C114 1.450, C145 1.378, H152 1.087
16 H 2.07 -9.01 0.88  C118 1.091
17 C -0.90 3.70 -0.83  H3 1.096, H4 1.100, H10 1.098, C123 1.520
18 C 5.55 0.29 2.16  H21 1.094, C88 1.391, C143 1.392
19 H -0.31 -0.71 2.17  C90 1.097
20 H 5.07 4.49 -0.74  C81 1.099
21 H 6.11 -0.31 2.88  C18 1.094
22 H -2.56 6.14 4.81  C11 1.089
23 N -0.93 -6.12 -4.49  C6 1.444, C69 1.364, C84 1.460
24 H -1.11 -6.62 -6.53  C6 1.097
25 C 2.31 -0.90 3.52  C52 1.522, H76 1.095, H125 1.098, H147 1.095
26 C -2.18 -4.03 -4.40  H40 1.099, C84 1.533, H128 1.099, H134 1.093
27 H -1.59 -7.87 -5.36  C6 1.090
28 C -2.45 2.45 0.74  C87 1.432, C109 1.391, C123 1.523
29 C 0.80 0.22 -0.39  C46 1.421, H48 1.084, H59 1.104
30 C 3.11 -9.74 -0.88  C118 1.404, C140 1.401, H149 1.093
31 H -2.85 -2.18 3.03  C62 1.098
32 H 4.37 2.84 -2.31  C68 1.099
33 H 0.97 1.84 -2.06  C39 1.088
34 H 3.06 0.58 5.64  C106 1.098
35 H -5.72 0.85 -1.55  C137 1.097
36 C -0.96 0.23 -4.32  C2 1.408, C49 1.420, H92 1.091
37 H -7.03 -0.21 -1.00  C137 1.094
38 C -6.76 1.82 0.83  H103 1.094, C107 1.529, H116 1.095, H132 1.095
39 C 0.39 1.68 -2.96  H33 1.088, C49 1.421, C82 1.403
40 H -2.67 -4.25 -5.37  C26 1.099
41 H -0.55 -4.38 -6.54  C95 1.099
42 C -0.36 3.38 3.23  C58 1.408, N64 1.450, C136 1.408
43 H 2.29 -5.98 -3.74  C98 1.102
44 C -2.91 1.29 5.21  H51 1.098, H71 1.097, C112 1.530, H131 1.096
45 C 0.83 6.43 1.32  H53 1.097, H104 1.098, C120 1.526, H121 1.097
46 C 0.89 1.02 0.78  C29 1.421, C47 1.380, N130 1.423
47 C -0.18 1.59 1.43  C46 1.380, N64 1.383, C87 1.462
48 H 1.70 -0.34 -0.64  C29 1.084
49 C -0.05 0.35 -3.24  C36 1.420, C39 1.421, C114 1.491
50 H 4.12 -10.16 -2.76  C140 1.094
51 H -3.71 1.54 4.52  C44 1.098
52 C 3.60 -0.11 3.65  C25 1.522, H60 1.102, C88 1.537, C106 1.529
53 H 0.87 7.31 1.97  C45 1.097
54 H 3.23 5.63 2.37  C91 1.095
55 O -2.00 2.12 -7.16  N83 1.255
56 H -5.34 -0.78 -0.98  C137 1.095
57 H 2.44 -5.13 -2.18  C98 1.102
58 C -0.04 4.73 3.01  C42 1.408, C66 1.400, C120 1.533
59 H -0.24 0.10 -0.73  C29 1.104
60 H 4.37 -0.81 4.01  C52 1.102
61 H 0.91 -3.54 -1.60  C145 1.087
62 C -1.87 -1.72 3.22  H14 1.097, H31 1.098, H67 1.098, C90 1.530
63 H 3.08 1.68 -1.98  C68 1.095
64 N 0.33 2.35 2.47  C42 1.450, C47 1.383, N141 1.346
65 H 2.23 5.83 3.83  C91 1.099
66 C -0.81 5.72 3.63  C11 1.390, C58 1.400, H80 1.093
67 H -1.18 -2.49 3.58  C62 1.098
68 C 3.39 2.72 -1.84  H32 1.099, H63 1.095, C75 1.520, H99 1.097
69 C -0.24 -6.83 -3.55  N23 1.364, O70 1.227, C156 1.527
70 O -0.19 -8.06 -3.47  C69 1.227
71 H -3.03 1.86 6.14  C44 1.097
72 H 3.47 5.23 -0.51  C81 1.098
73 H 1.48 -6.82 -0.16  C78 1.093
74 H 4.45 1.44 4.94  C106 1.097
75 C 3.46 3.06 -0.36  C68 1.520, C81 1.530, C117 1.534, H119 1.097
76 H 1.47 -0.23 3.34  C25 1.095
77 H -3.03 3.76 5.30  C127 1.090
78 C 2.06 -7.56 -0.72  H73 1.093, C118 1.399, C122 1.396
79 H -0.88 3.37 -5.65  C5 1.081
80 H -0.55 6.77 3.49  C66 1.093
81 C 4.13 4.42 -0.16  H20 1.099, H72 1.098, C75 1.530, H126 1.096
82 C 0.10 2.76 -3.80  C5 1.387, H12 1.090, C39 1.403
83 N -1.86 1.11 -6.43  C2 1.425, O55 1.255, O94 1.252
84 C -0.79 -4.67 -4.41  N23 1.460, C26 1.533, C95 1.536, N97 1.489
85 C 3.45 1.17 1.38  C88 1.403, C117 1.405, N130 1.450
86 H -4.50 3.05 0.42  C109 1.090
87 C -1.61 1.39 1.20  C28 1.432, C47 1.462, C105 1.429
88 C 4.18 0.44 2.34  C18 1.391, C52 1.537, C85 1.403
89 H -1.22 4.07 1.22  C123 1.098
90 C -1.32 -1.09 1.94  H19 1.097, C62 1.530, C105 1.533, C155 1.530
91 C 2.39 5.21 2.94  H54 1.095, H65 1.099, H108 1.097, C120 1.520
92 H -1.46 -0.71 -4.57  C36 1.091
93 C -4.36 0.95 0.88  C107 1.522, C109 1.397, C133 1.391
94 O -2.27 -0.02 -6.77  N83 1.252
95 C 0.02 -4.18 -5.62  H41 1.099, C84 1.536, H96 1.100, H138 1.096
96 H 0.99 -4.71 -5.67  C95 1.100
97 N -0.05 -4.54 -3.13  C84 1.489, C145 1.368, C156 1.464
98 C 1.97 -5.99 -2.68  H43 1.102, H57 1.102, C122 1.513, C156 1.533
99 H 2.68 3.38 -2.35  C68 1.097
100 H 3.54 -7.94 -3.76  C115 1.091
101 H -0.73 -1.77 -0.05  C155 1.092
102 H 7.28 0.75 0.97  C143 1.090
103 H -7.80 1.48 0.79  C38 1.094
104 H -0.16 6.38 0.85  C45 1.098
105 C -2.16 0.10 1.45  C87 1.429, C90 1.533, C133 1.391
106 C 3.47 0.99 4.71  H34 1.098, C52 1.529, H74 1.097, H151 1.098
107 C -5.83 0.63 0.61  C38 1.529, C93 1.522, C137 1.532, H144 1.099
108 H 2.64 4.19 3.25  C91 1.097
109 C -3.83 2.22 0.68  C28 1.391, H86 1.090, C93 1.397
110 H 6.03 2.32 -0.52  C154 1.094
111 H 0.58 1.39 5.13  C146 1.098
112 C -1.54 1.57 4.60  C44 1.530, C136 1.528, C146 1.528, H148 1.099
113 H -0.47 0.13 5.83  C146 1.099
114 C 0.53 -0.82 -2.51  C15 1.450, C49 1.491, H139 1.102
115 C 3.22 -8.19 -2.75  H100 1.091, C122 1.401, C140 1.398
116 H -6.62 2.58 0.05  C38 1.095
117 C 4.14 1.94 0.44  C75 1.534, C85 1.405, C154 1.394
118 C 2.38 -8.79 -0.14  H16 1.091, C30 1.404, C78 1.399
119 H 2.44 3.13 0.05  C75 1.097
120 C 1.13 5.15 2.10  C45 1.526, C58 1.533, C91 1.520, H129 1.099
121 H 1.58 6.56 0.52  C45 1.097
122 C 2.43 -7.28 -2.04  C78 1.396, C98 1.513, C115 1.401
123 C -1.85 3.79 0.36  C17 1.520, C28 1.523, H89 1.098, C135 1.525
124 H -2.65 -6.46 -5.65  C6 1.094
125 H 2.10 -1.45 4.45  C25 1.098
126 H 4.37 4.61 0.89  C81 1.096
127 C -2.20 4.03 4.65  C11 1.392, H77 1.090, C136 1.395
128 H -2.77 -4.46 -3.58  C26 1.099
129 H 1.26 4.34 1.36  C120 1.099
130 N 2.03 1.38 1.55  C46 1.423, C85 1.450, N141 1.358
131 H -3.00 0.22 5.47  C44 1.096
132 H -6.59 2.28 1.81  C38 1.095
133 C -3.52 -0.09 1.26  H1 1.094, C93 1.391, C105 1.391
134 H -2.15 -2.95 -4.29  C26 1.093
135 C -2.86 4.92 0.19  H13 1.096, C123 1.525, H142 1.096, H153 1.097
136 C -1.39 3.02 4.12  C42 1.408, C112 1.528, C127 1.395
137 C -5.99 0.09 -0.82  H35 1.097, H37 1.094, H56 1.095, C107 1.532
138 H 0.21 -3.10 -5.56  C95 1.096
139 H 1.63 -0.79 -2.45  C114 1.102
140 C 3.54 -9.43 -2.18  C30 1.401, H50 1.094, C115 1.398
141 N 1.67 2.26 2.52  N64 1.346, N130 1.358
142 H -3.46 5.03 1.09  C135 1.096
143 C 6.21 0.89 1.10  C18 1.392, H102 1.090, C154 1.390
144 H -6.10 -0.17 1.30  C107 1.099
145 C 0.32 -3.39 -2.50  C15 1.378, H61 1.087, N97 1.368
146 C -0.41 1.20 5.56  H8 1.099, H111 1.098, C112 1.528, H113 1.099
147 H 2.38 -1.62 2.70  C25 1.095
148 H -1.44 0.95 3.70  C112 1.099
149 H 3.36 -10.71 -0.44  C30 1.093
150 H -2.16 -2.59 0.61  C155 1.098
151 H 2.81 1.78 4.35  C106 1.098
152 H -0.62 -2.15 -3.80  C15 1.087
153 H -3.51 4.73 -0.67  C135 1.097
154 C 5.51 1.75 0.26  H110 1.094, C117 1.394, C143 1.390
155 C -1.18 -2.17 0.86  H9 1.097, C90 1.530, H101 1.092, H150 1.098
156 C 0.45 -5.83 -2.63  H7 1.104, C69 1.527, N97 1.464, C98 1.533

Output
Relative energy (zero: lowest compared OMol25 entry of this formula, charge and spin) (eV): 2.713
Charge: +1
HOMO (hartree): -0.325
2S+1: 1
Electronic energy (hartree): -3042.366687